(1)
This record from OMol25 describes a molecular structure, C31H31BrN3O2Ru at a distorted geometry. The level of theory is wB97M-V/def2-TZVPD.

The frontier orbital gap (spin up / spin down) is 6.6 / 6.9 eV. Its spin multiplicity is 2.

```
69
Properties=species:S:1:pos:R:3:forces:R:3
Ru 0.483 -0.654 0.248 -2.057 -0.132 -1.147
C 1.664 0.281 -2.854 -0.246 0.217 -0.299
N 2.206 -0.705 -1.923 0.024 0.015 0.454
C 2.356 -1.976 -2.650 0.023 -0.423 -0.003
C 2.292 -3.271 -1.833 -0.212 0.240 -0.018
C 0.907 -3.577 -1.209 0.348 -0.509 0.253
N 0.013 -2.448 -1.227 -0.529 1.028 1.433
C -1.218 -2.623 -1.548 0.032 -0.144 -0.054
C -2.200 -1.598 -1.735 -0.084 0.743 0.044
C -3.530 -1.954 -1.998 0.019 -0.043 -0.005
C -4.486 -1.016 -2.300 -0.235 -0.216 -0.026
C -4.116 0.326 -2.413 0.130 -0.061 -0.112
C -2.829 0.720 -2.174 0.254 -0.176 -0.077
C -1.833 -0.209 -1.760 -0.868 -0.664 -0.324
O -0.664 0.201 -1.471 1.401 0.331 0.978
C 3.478 -0.143 -1.462 0.412 0.036 0.073
C 4.260 -0.950 -0.433 -0.383 0.191 0.022
C 3.433 -1.291 0.808 0.650 -0.611 -0.211
N 2.565 -0.222 1.231 -0.817 0.297 0.966
C 2.753 0.254 2.409 0.313 -0.719 -0.833
C 1.877 1.137 3.121 -0.801 0.587 0.104
C 2.035 1.201 4.515 0.015 -0.106 -0.418
C 1.104 1.810 5.321 -0.087 0.122 0.203
C -0.012 2.396 4.743 0.290 -0.128 -0.104
C -0.148 2.428 3.368 -0.128 0.033 -0.181
C 0.782 1.811 2.535 0.437 0.160 0.638
O 0.716 1.902 1.164 -0.140 -0.239 0.046
H 2.366 0.477 -3.681 0.043 -0.069 0.106
H 1.470 1.213 -2.325 -0.022 -0.004 -0.075
H 0.723 -0.070 -3.270 0.062 0.065 0.094
H 3.306 -1.969 -3.210 -0.125 0.078 -0.017
H 1.545 -2.031 -3.380 0.113 0.103 0.003
H 3.058 -3.279 -1.063 0.053 -0.039 0.019
H 2.538 -4.082 -2.523 0.069 0.036 0.053
H 1.050 -3.894 -0.165 -0.106 0.081 -0.206
H 0.447 -4.417 -1.748 0.008 0.099 0.060
H -1.577 -3.644 -1.743 0.185 0.064 -0.185
H -3.796 -3.002 -1.956 -0.059 -0.147 -0.006
H -5.511 -1.310 -2.473 -0.042 -0.064 -0.028
H -4.855 1.062 -2.699 -0.078 0.076 0.006
H -2.534 1.753 -2.259 0.066 0.139 0.021
H 3.242 0.827 -1.012 0.035 -0.063 -0.125
H 4.140 0.042 -2.328 -0.125 0.004 0.092
H 5.118 -0.340 -0.142 0.032 -0.025 -0.037
H 4.647 -1.870 -0.875 0.068 -0.014 0.067
H 4.115 -1.587 1.622 -0.197 -0.027 -0.139
H 2.785 -2.147 0.582 0.147 0.112 0.238
H 3.588 -0.132 3.006 0.066 0.093 -0.145
H 2.899 0.726 4.960 0.040 -0.106 -0.021
H 1.238 1.825 6.392 -0.001 -0.030 0.085
H -0.775 2.838 5.366 -0.063 0.118 0.014
H -1.002 2.927 2.940 -0.058 0.037 -0.040
Br 0.310 -2.419 2.185 0.331 0.741 -0.687
C -1.463 0.189 1.149 1.328 -1.400 -1.149
C -2.574 -0.599 1.284 0.441 -0.046 0.330
C -3.861 -0.047 1.140 -0.290 0.348 0.192
C -4.035 1.261 0.787 -0.114 -0.206 0.094
C -2.917 2.090 0.558 0.517 -0.108 0.367
C -3.008 3.408 0.059 0.034 0.201 -0.079
C -1.884 4.152 -0.168 -0.361 0.050 0.010
C -0.614 3.672 0.196 0.483 -0.551 0.192
C -0.503 2.402 0.691 -0.508 0.437 -0.250
C -1.629 1.552 0.815 0.168 0.129 -0.018
H -2.498 -1.652 1.528 0.200 -0.011 -0.158
H -4.720 -0.686 1.291 -0.070 -0.013 0.005
H -5.028 1.675 0.672 -0.077 -0.006 -0.144
H -3.984 3.809 -0.178 -0.060 0.030 -0.003
H -1.963 5.141 -0.597 -0.033 0.064 0.024
H 0.254 4.306 0.100 0.138 -0.008 0.037
```
Forces are in eV/Å.

(2)
This record from OMol25 describes a molecular structure, C31H31BrN3O3PdS2 at a distorted geometry. The level of theory is wB97M-V/def2-TZVPD.

The frontier orbital gap (spin up / spin down) is 8.2 / 4.3 eV. As for the charge: +3. The calculation puts the energy relative to the best compared isomer or geometry (same formula, charge and spin) at 11.9 kcal per mole. Its spin multiplicity is 5.

```
72
Properties=species:S:1:pos:R:3:forces:R:3
Pd -0.414 0.027 -0.913 1.519 -0.558 -0.809
C 1.597 1.339 -6.304 -0.019 0.044 0.047
C 0.448 1.163 -5.352 0.048 0.011 -0.037
C -0.873 1.366 -5.733 -0.048 0.007 -0.044
C -1.901 1.246 -4.809 -0.009 0.036 -0.133
C -1.546 0.919 -3.525 0.039 -0.004 0.097
Br -2.833 0.761 -2.148 -0.403 0.114 -0.102
N -0.302 0.694 -3.122 -0.223 -0.009 0.436
C 0.675 0.812 -4.028 0.103 0.026 0.110
H 1.250 1.381 -7.334 -0.002 -0.044 0.002
H 2.322 0.532 -6.213 -0.025 -0.011 -0.006
H 2.116 2.276 -6.096 -0.007 -0.009 -0.001
H -1.104 1.623 -6.760 -0.008 0.012 0.016
H -2.936 1.403 -5.080 0.017 0.007 0.008
H 1.680 0.623 -3.680 -0.017 0.050 -0.023
O -1.601 -1.851 -0.655 -0.585 0.032 0.084
C -1.452 -3.084 -0.826 0.119 -0.040 -0.045
C -2.573 -3.968 -0.607 0.045 0.077 0.079
C -2.425 -5.315 -0.673 0.089 -0.136 -0.041
C -1.154 -5.867 -0.958 -0.163 0.010 0.017
C -0.066 -5.045 -1.250 0.092 0.021 0.011
C -0.178 -3.670 -1.231 -0.073 -0.011 -0.058
C 0.934 -2.821 -1.630 0.043 0.080 -0.017
N 1.072 -1.509 -1.461 -0.185 0.272 0.063
C 2.278 -1.148 -2.005 0.083 -0.049 0.114
C 2.885 -2.251 -2.518 0.034 0.018 0.050
N 2.030 -3.287 -2.273 -0.027 -0.122 -0.002
H -3.523 -3.506 -0.373 0.023 0.019 -0.003
H -3.271 -5.969 -0.506 0.039 -0.018 0.025
H -1.026 -6.941 -0.956 0.004 0.015 -0.043
H 0.883 -5.514 -1.476 -0.040 -0.041 0.007
H 2.642 -0.136 -1.966 -0.015 -0.028 0.017
H 3.832 -2.379 -3.015 -0.031 -0.033 -0.004
H 2.178 -4.239 -2.568 0.022 0.015 -0.002
O 1.244 1.057 0.140 -0.288 0.258 0.060
S 2.368 0.351 0.912 -0.079 -0.134 -0.030
C 1.761 0.151 2.622 -0.097 0.092 -0.073
C 0.322 -0.368 2.714 0.083 0.062 0.009
C -0.524 0.436 3.707 -0.029 -0.202 -0.112
C -0.785 1.887 3.322 0.151 0.318 -0.013
S -2.037 2.076 2.002 0.002 -0.595 0.241
O -1.686 1.247 0.841 -0.157 0.216 0.063
C -3.518 1.546 2.716 0.005 0.260 0.031
C -3.977 2.237 3.861 0.052 -0.073 -0.093
C -5.135 1.803 4.459 -0.112 -0.080 -0.053
C -5.853 0.748 3.886 0.059 0.036 -0.109
C -5.404 0.101 2.720 -0.165 0.064 0.163
C -4.247 0.511 2.106 0.040 0.070 0.021
C 3.573 1.599 1.233 0.078 -0.125 -0.049
C 3.205 2.933 1.340 -0.006 0.079 0.064
C 4.174 3.854 1.704 -0.013 -0.009 -0.036
C 5.478 3.435 1.952 0.007 -0.005 -0.013
C 5.828 2.098 1.830 0.004 -0.010 -0.033
C 4.873 1.164 1.452 0.034 0.027 0.039
H 1.892 1.123 3.100 -0.022 -0.012 0.007
H 2.471 -0.540 3.079 0.033 0.064 0.036
H 0.321 -1.409 3.034 -0.002 -0.014 -0.013
H -0.158 -0.340 1.734 -0.006 -0.053 -0.006
H -0.001 0.481 4.667 -0.047 0.029 0.023
H -1.469 -0.079 3.892 0.001 0.026 0.047
H 0.092 2.401 2.920 -0.028 0.004 -0.015
H -1.175 2.478 4.151 -0.005 0.015 -0.030
H -3.444 3.092 4.258 0.028 -0.046 -0.008
H -5.497 2.290 5.354 -0.042 0.005 -0.026
H -6.792 0.445 4.332 0.041 -0.063 0.029
H -5.975 -0.718 2.305 -0.025 0.026 0.018
H -3.885 0.042 1.201 0.038 -0.009 0.042
H 2.192 3.245 1.120 0.021 -0.018 0.001
H 3.913 4.899 1.794 0.027 0.007 -0.029
H 6.230 4.162 2.228 -0.012 -0.005 0.030
H 6.844 1.780 2.020 0.000 0.017 -0.024
H 5.137 0.119 1.334 -0.006 0.025 0.023
```
Forces are in eV/Å.

(3)
This record from OMol25 describes a molecular structure, C31H31CrN4O3S3 at a distorted geometry. The level of theory is wB97M-V/def2-TZVPD.

The frontier orbital gap (spin up / spin down) is 5.0 / 5.0 eV. As for the charge: -2. The calculation puts the energy relative to the best compared isomer or geometry (same formula, charge and spin) at 3.2 kcal per mole. Its spin multiplicity is 2.

```
73
Properties=species:S:1:pos:R:3:forces:R:3
Cr 0.332 0.019 -0.406 0.054 0.762 -1.289
C 1.484 2.428 -2.532 -0.131 0.064 0.130
N 1.105 1.014 -2.661 -0.037 -0.084 -0.376
C 2.342 0.258 -2.882 -0.080 -0.082 0.174
C 3.260 0.217 -1.664 -0.129 0.130 -0.116
N 2.592 -0.052 -0.360 -0.044 -0.261 0.249
C 3.048 0.939 0.627 -0.047 0.064 0.079
C 2.800 -1.432 0.076 0.224 -0.115 -0.039
C 3.793 -1.738 0.995 0.033 0.005 -0.030
C 3.990 -3.039 1.438 0.014 0.005 -0.003
C 3.175 -4.048 0.948 0.014 -0.008 -0.026
C 2.188 -3.752 0.022 0.029 0.100 0.003
C 1.972 -2.447 -0.450 0.039 -0.186 -0.049
S 0.688 -2.126 -1.597 0.082 0.071 0.499
C 0.108 0.801 -3.720 -0.018 0.038 -0.062
C 0.364 -0.154 -4.712 0.035 -0.040 0.081
C -0.553 -0.521 -5.686 -0.017 -0.001 -0.042
C -1.798 0.084 -5.687 -0.004 0.021 0.026
C -2.054 1.074 -4.763 0.090 -0.013 -0.032
C -1.127 1.525 -3.793 -0.019 0.032 0.046
S -1.656 2.913 -2.875 0.036 0.018 0.091
H 2.022 2.764 -3.433 0.018 -0.011 -0.002
H 2.133 2.559 -1.666 -0.001 -0.020 0.008
H 0.592 3.036 -2.402 -0.019 -0.009 0.000
H 2.910 0.699 -3.719 0.037 -0.058 -0.020
H 2.098 -0.767 -3.115 -0.054 -0.035 -0.004
H 3.806 1.157 -1.571 -0.043 0.024 0.059
H 4.003 -0.566 -1.841 0.044 0.037 -0.008
H 4.141 1.047 0.621 0.004 0.005 -0.005
H 2.734 0.658 1.629 0.126 0.042 -0.190
H 2.602 1.903 0.385 -0.003 0.013 -0.035
H 4.406 -0.949 1.409 -0.024 -0.015 -0.005
H 4.750 -3.246 2.181 -0.001 -0.010 -0.003
H 3.300 -5.068 1.297 -0.018 -0.002 0.004
H 1.522 -4.522 -0.345 0.024 -0.034 -0.002
H 1.305 -0.676 -4.745 0.061 0.015 0.055
H -0.290 -1.279 -6.415 0.011 -0.021 0.030
H -2.559 -0.203 -6.407 -0.006 0.008 0.005
H -3.011 1.579 -4.759 0.001 0.019 -0.017
C -3.459 -0.301 -0.699 0.026 -0.024 0.037
C -3.372 0.940 0.138 0.114 -0.041 -0.007
C -4.486 1.475 0.769 -0.039 0.017 0.000
C -4.410 2.669 1.473 0.020 -0.022 -0.035
C -3.204 3.359 1.510 -0.055 0.070 0.010
C -2.067 2.856 0.898 0.101 -0.128 -0.031
C -0.779 3.623 0.876 -0.057 0.000 0.005
C -2.125 1.597 0.258 -0.307 0.040 -0.068
N -1.002 1.018 -0.255 0.207 0.145 0.492
H -4.495 -0.639 -0.783 -0.007 0.008 -0.003
H -2.850 -1.106 -0.285 -0.017 0.002 -0.018
H -3.062 -0.099 -1.698 -0.019 0.027 -0.007
H -5.435 0.951 0.690 0.002 0.005 -0.008
H -5.289 3.073 1.964 0.001 0.008 -0.002
H -3.149 4.319 2.016 0.019 -0.001 0.000
H -0.917 4.623 1.296 -0.006 -0.012 0.008
H -0.432 3.709 -0.157 0.000 -0.009 0.001
H -0.015 3.097 1.446 0.098 -0.040 0.042
O -1.373 -2.316 0.931 0.034 -0.092 0.069
C -0.765 -1.697 1.777 0.163 0.325 -0.407
N 0.191 -0.716 1.549 -0.509 -0.833 0.689
S 0.747 -0.131 2.966 0.286 0.012 -0.114
O 2.079 -0.608 3.289 -0.106 0.007 -0.015
O 0.574 1.293 3.082 -0.155 0.093 0.002
C -0.344 -1.030 4.029 0.028 -0.148 -0.230
C -0.432 -1.048 5.405 0.011 0.151 0.134
C -1.294 -1.971 5.983 -0.026 0.005 -0.132
C -2.018 -2.856 5.184 0.003 0.015 0.120
C -1.901 -2.828 3.803 -0.028 -0.041 -0.148
C -1.048 -1.899 3.231 -0.062 -0.003 0.448
H 0.146 -0.361 6.010 0.008 -0.007 -0.010
H -1.407 -2.002 7.060 0.015 -0.015 0.010
H -2.677 -3.575 5.657 -0.013 0.002 -0.022
H -2.448 -3.509 3.162 -0.011 0.014 0.006
```
Forces are in eV/Å.

(4)
This record from OMol25 describes a molecular structure, C31H31N10O3RuS at a distorted geometry. The level of theory is wB97M-V/def2-TZVPD.

The frontier orbital gap (spin up / spin down) is 7.7 / 5.2 eV. As for the charge: +2. Its spin multiplicity is 6.

```
77
Properties=species:S:1:pos:R:3:forces:R:3
Ru -0.258 0.376 -0.263 -0.190 -0.345 -1.298
C -1.816 0.725 5.171 -0.372 0.204 0.206
N -0.981 0.728 3.976 0.034 -0.306 -0.250
C -0.882 -0.180 3.010 0.026 0.012 0.118
N -0.087 0.283 2.052 0.009 0.348 -0.539
C 0.261 1.527 2.506 -0.061 -0.134 0.305
N -0.270 1.821 3.661 0.167 0.229 0.005
C -3.051 1.577 4.957 0.082 -0.025 -0.022
C -3.387 2.587 5.848 0.080 -0.091 -0.021
C -4.527 3.352 5.639 0.009 0.041 0.003
C -5.334 3.122 4.539 -0.051 -0.066 -0.045
C -5.001 2.103 3.646 0.320 -0.157 0.169
C -3.859 1.335 3.857 -0.138 0.110 0.004
C -5.829 1.856 2.481 -0.790 0.277 -0.593
N -6.837 2.550 2.048 0.569 0.227 0.796
N -7.251 1.982 0.887 -0.040 -0.590 -0.825
C -6.480 0.964 0.657 -0.380 0.816 0.508
O -5.559 0.824 1.643 0.422 -0.326 -0.018
C -6.478 0.083 -0.496 0.155 -0.330 -0.169
C -7.429 0.255 -1.501 0.040 -0.014 0.142
C -7.403 -0.573 -2.609 -0.055 0.028 -0.029
C -6.431 -1.556 -2.730 0.111 -0.046 0.001
C -5.485 -1.736 -1.727 0.026 0.053 0.001
C -4.477 -2.858 -1.839 -0.409 -0.021 -0.126
N -3.210 -2.531 -1.199 0.342 0.282 -0.143
C -2.345 -1.565 -1.496 -0.068 -0.342 0.000
N -1.342 -1.602 -0.619 0.077 0.690 0.121
C -1.674 -2.628 0.219 0.005 -0.001 -0.104
N -2.792 -3.210 -0.117 0.012 -0.167 0.232
C -5.515 -0.920 -0.606 -0.090 0.125 0.037
H -1.220 1.114 5.993 0.047 -0.071 -0.013
H -2.100 -0.304 5.390 0.149 -0.058 -0.049
H -1.341 -1.155 3.038 -0.113 0.060 0.032
H 0.931 2.201 1.996 -0.009 0.011 -0.022
H -2.756 2.776 6.708 -0.011 0.024 0.001
H -4.780 4.136 6.340 -0.022 -0.002 -0.007
H -6.225 3.707 4.362 0.003 0.014 0.023
H -3.613 0.551 3.150 -0.007 -0.023 0.006
H -8.178 1.027 -1.391 -0.004 0.005 -0.033
H -8.145 -0.454 -3.386 0.013 0.014 -0.008
H -6.410 -2.188 -3.610 -0.023 -0.007 0.006
H -4.299 -3.113 -2.883 0.064 -0.008 0.025
H -4.843 -3.748 -1.330 0.103 -0.037 -0.008
H -2.421 -0.884 -2.328 -0.126 -0.016 0.007
H -1.060 -2.956 1.041 -0.028 -0.002 0.029
H -4.808 -1.057 0.204 0.020 -0.016 -0.020
C 0.632 0.576 -3.466 0.448 -0.124 -0.719
O 0.043 0.723 -2.218 -0.784 -0.167 2.334
H 0.802 -0.482 -3.699 -0.034 0.063 0.121
H 1.601 1.087 -3.510 -0.085 -0.008 0.103
H -0.004 0.998 -4.250 -0.025 0.028 0.144
N 5.115 3.338 -0.263 -0.016 -0.060 -0.018
C 4.677 2.278 -0.224 0.112 0.198 -0.005
C 4.068 0.985 -0.155 -0.201 -0.173 0.042
C 4.804 -0.196 -0.072 0.008 0.044 -0.030
C 4.124 -1.399 0.012 -0.058 0.040 0.014
C 2.739 -1.393 0.014 -0.027 -0.121 0.041
N 2.034 -0.264 -0.073 -0.327 0.624 -0.215
C 2.682 0.899 -0.162 0.314 -0.137 0.000
H 5.885 -0.161 -0.080 0.003 -0.015 0.026
H 4.659 -2.336 0.077 -0.004 -0.007 -0.002
H 2.173 -2.313 0.085 0.016 -0.012 -0.014
H 2.085 1.803 -0.260 0.083 0.023 -0.008
O -1.994 1.709 0.359 1.236 -0.807 -0.018
S -3.203 2.482 -0.169 -0.398 0.592 -0.321
C -2.639 3.352 -1.678 -0.200 -0.134 0.050
C -3.007 4.815 -1.485 0.031 0.088 0.148
C -2.652 5.135 -0.034 0.030 -0.055 -0.083
C -3.274 4.028 0.810 0.025 -0.046 -0.068
H -3.106 2.886 -2.545 0.039 -0.033 0.020
H -1.559 3.193 -1.706 -0.003 -0.019 0.012
H -4.074 4.965 -1.658 0.008 0.015 -0.027
H -2.462 5.448 -2.184 -0.029 -0.038 -0.045
H -3.027 6.109 0.273 0.034 -0.002 0.033
H -1.567 5.132 0.087 -0.009 0.055 0.031
H -4.332 4.209 1.010 -0.023 -0.076 -0.007
H -2.761 3.829 1.751 -0.064 -0.107 0.025
```
Forces are in eV/Å.

What energy values result from the calculations? In sequence: -113837.7805 -138427.3000 -105680.6728 -67093.7071 eV.